(1)
Here is one molecule with the formula C5H8O from OMol25. Energies are from the ωB97M-V functional and the def2-TZVPD basis.

```
! wB97M-V def2-TZVPD RIJCOSX def2/J DEFGRID3
* xyz 0 1
H -1.900 -0.426 1.331
H -0.043 -1.863 -0.848
H -0.967 1.124 1.398
C 0.697 0.268 -0.661
H 1.173 1.157 1.205
O 0.141 -0.584 1.434
C 1.170 0.132 0.781
H 2.125 -0.365 0.967
C -0.097 -0.858 -1.259
C -0.807 0.243 -0.525
H -0.196 -0.821 -2.342
C -1.009 0.098 0.978
H 1.217 0.969 -1.305
H -1.457 0.926 -1.062
*
```

relative energy (zero: lowest compared OMol25 entry of this formula, charge and spin)	141.4	kJ/mol
E_HOMO	-9.91	eV
gap between HOMO and LUMO	0.4065	Eh
E_tot	-7360.7900	eV

(2)
Here is one molecule with the formula C5H8O from OMol25. Energies are from the ωB97M-V functional and the def2-TZVPD basis.

```
! wB97M-V def2-TZVPD RIJCOSX def2/J DEFGRID3
* xyz 0 1
H 2.757 -0.920 0.612
H 0.316 -0.011 1.676
H -2.283 -1.105 0.133
C 0.156 1.113 -0.490
H -1.920 1.262 -0.503
C -1.402 -0.889 -0.480
C 1.813 -0.383 0.587
O 1.110 -0.568 1.731
H 2.112 0.457 -1.294
H -0.573 -1.504 -0.124
H -1.638 -1.205 -1.504
C 1.430 0.361 -0.453
H 0.233 2.199 -0.558
C -1.072 0.578 -0.466
*
```

relative energy (zero: lowest compared OMol25 entry of this formula, charge and spin)	121.0	kJ/mol
E_HOMO	-8.64	eV
gap between HOMO and LUMO	0.3538	Eh
E_tot	-7361.0009	eV

(3)
Here is one molecule with the formula C5H8O from OMol25. Energies are from the ωB97M-V functional and the def2-TZVPD basis.

```
! wB97M-V def2-TZVPD RIJCOSX def2/J DEFGRID3
* xyz 0 1
H 1.594 -1.130 0.050
H 0.550 1.470 1.127
C -0.762 -0.465 1.237
H -0.111 0.837 -1.665
H 0.137 -1.025 1.475
C -1.126 -0.290 -0.129
H -2.126 -0.323 -0.550
H 1.366 -1.239 -1.700
C 1.387 -0.547 -0.851
O -1.410 1.708 0.267
C 0.100 0.251 -0.772
H -1.540 -0.444 1.994
H 2.229 0.137 -1.001
C -0.287 1.061 0.518
*
```

relative energy (zero: lowest compared OMol25 entry of this formula, charge and spin)	453.6	kJ/mol
E_HOMO	-8.23	eV
gap between HOMO and LUMO	0.3169	Eh
E_tot	-7357.5541	eV